{"formula": "C36H30BaBrF6N5O6S2SeSi", "method": "ωB97M-V/def2-TZVPD", "lumo_energy_ev": 3.420, "de_lowest_kcal_mol": 118.70, "homo_ha": -0.06451, "mol_weight_g_mol": 1131.065, "total_charge": -2, "symbols": ["Ba", "O", "C", "C", "C", "N", "C", "Br", "C", "H", "H", "H", "H", "F", "C", "F", "F", "S", "O", "O", "N", "S", "O", "O", "C", "F", "F", "F", "C", "Si", "C", "C", "N", "C", "C", "C", "C", "C", "C", "O", "C", "C", "C", "C", "C", "C", "H", "H", "H", "H", "H", "H", "H", "H", "H", "H", "H", "H", "H", "H", "H", "H", "H", "H", "N", "C", "C", "C", "C", "C", "C", "C", "C", "C", "H", "H", "H", "H", "Se", "C", "C", "C", "N", "C", "C", "H", "H", "H", "H"], "coordinates": [[0.0178, -1.3390, 0.2428], [-5.7288, 3.0169, -0.8454], [-4.7398, 2.0911, -0.7410], [-3.3949, 2.4438, -0.7256], [-2.4487, 1.4478, -0.5909], [-2.7750, 0.1596, -0.4681], [-4.0495, -0.1451, -0.4724], [-4.4502, -1.9724, -0.1976], [-5.0903, 0.7543, -0.6094], [-5.3295, 3.8900, -0.8985], [-3.0882, 3.4796, -0.8180], [-1.3899, 1.6745, -0.5537], [-6.1234, 0.4430, -0.6174], [1.6166, -2.7155, 2.3092], [2.7335, -2.8260, 1.5719], [3.7475, -2.5455, 2.3924], [2.8705, -4.1076, 1.2210], [2.9560, -1.7216, 0.0236], [1.9742, -0.6812, 0.1168], [4.3235, -1.3605, 0.1307], [2.6966, -2.7048, -1.1693], [1.1688, -3.0061, -1.3135], [0.6037, -3.4195, -0.0482], [0.4100, -2.0273, -2.0121], [1.2446, -4.5569, -2.3037], [1.9716, -5.4429, -1.6173], [1.8150, -4.3452, -3.4770], [0.0291, -5.0457, -2.4783], [2.9061, 3.3805, 4.1925], [1.4339, 2.6904, 3.1560], [1.4903, 0.8157, 3.4522], [-0.0666, 3.4551, 4.0523], [1.4098, 2.9347, 1.4963], [1.7916, 3.9952, 0.7817], [2.2159, 5.2362, 1.3417], [2.6703, 6.2983, 0.5854], [2.7154, 6.2099, -0.7992], [2.2715, 5.0344, -1.3976], [1.8240, 3.9643, -0.6461], [1.3366, 2.8203, -1.2896], [1.9939, 2.4573, -2.4346], [1.2651, 2.2997, -3.6069], [1.9276, 2.0194, -4.7920], [3.3051, 1.8601, -4.8142], [4.0208, 1.9533, -3.6257], [3.3740, 2.2593, -2.4415], [2.9210, 2.9743, 5.2078], [2.8602, 4.4694, 4.2775], [3.8589, 3.1276, 3.7174], [0.7404, 0.4757, 4.1693], [2.4737, 0.4973, 3.8102], [1.2742, 0.3126, 2.5108], [-0.1279, 3.1784, 5.1092], [-0.9909, 3.1425, 3.5663], [-0.0136, 4.5461, 3.9937], [2.1801, 5.3218, 2.4213], [2.9934, 7.2126, 1.0744], [3.0823, 7.0282, -1.4065], [2.2840, 4.9518, -2.4783], [0.1867, 2.4006, -3.5898], [1.3522, 1.9196, -5.7034], [3.8139, 1.6552, -5.7480], [5.0933, 1.7979, -3.6215], [3.9189, 2.3633, -1.5112], [-4.3115, 3.3436, 8.7204], [-3.9191, 2.7970, 7.7847], [-3.4398, 2.1006, 6.6403], [-2.4643, 1.1077, 6.7799], [-1.9976, 0.4350, 5.6716], [-2.4763, 0.7365, 4.3879], [-3.4665, 1.7247, 4.2614], [-3.9422, 2.3932, 5.3675], [-1.9626, 0.0785, 3.2375], [-1.5156, -0.4831, 2.2427], [-2.0911, 0.8744, 7.7690], [-1.2502, -0.3396, 5.7768], [-3.8426, 1.9488, 3.2723], [-4.7051, 3.1550, 5.2694], [-3.1644, -0.6223, -3.9821], [-2.1934, -1.7476, -5.1332], [-0.7992, -1.8759, -5.0856], [-0.1532, -2.6907, -5.9966], [-0.7665, -3.4077, -6.9426], [-2.0982, -3.3087, -6.9666], [-2.8413, -2.5166, -6.1132], [-0.2386, -1.3397, -4.3395], [0.9314, -2.7776, -5.9731], [-2.5968, -3.9073, -7.7268], [-3.9199, -2.4767, -6.1860]], "forces_ev_per_angstrom": [[-12.6, 6.7, 5.2], [-0.1, -0.1, 0.0], [0.2, -0.2, 0.1], [0.1, 0.2, 0.0], [-0.3, -0.2, 0.0], [0.4, 0.0, 0.0], [0.2, 0.1, 0.0], [-0.1, -0.2, 0.0], [0.0, 0.2, -0.1], [0.0, 0.0, 0.0], [0.0, 0.0, 0.0], [0.0, 0.2, 0.0], [0.0, 0.0, 0.0], [0.0, 0.4, -0.6], [0.8, -0.6, 0.9], [-0.1, 0.2, -0.2], [-0.1, 0.1, -0.1], [3.4, -0.7, 0.9], [5.8, 2.7, -0.2], [0.0, -0.1, -0.4], [-0.1, 0.2, -0.2], [2.4, -3.9, -3.5], [0.6, -4.6, -0.2], [-0.1, -0.3, -2.4], [0.2, -0.4, -0.2], [-0.1, 0.1, 0.0], [0.0, 0.1, 0.1], [-0.1, 0.2, 0.1], [0.0, 0.0, -0.4], [-0.1, 0.1, 0.5], [-0.1, 0.1, 0.2], [0.1, -0.2, -0.2], [0.1, -0.1, -0.1], [0.0, -0.2, 0.2], [0.0, 0.1, 0.0], [0.0, 0.0, 0.0], [0.1, 0.1, 0.0], [-0.1, -0.1, 0.0], [0.1, 0.4, 0.0], [0.1, -0.2, -0.1], [0.0, 0.2, 0.0], [-0.1, 0.0, 0.1], [0.0, -0.1, -0.1], [0.0, 0.0, 0.0], [0.0, 0.0, 0.0], [-0.1, -0.1, 0.1], [-0.1, -0.1, 0.0], [0.0, 0.0, 0.0], [0.0, 0.0, 0.0], [0.0, 0.0, 0.0], [0.0, 0.0, -0.1], [0.0, 0.0, 0.0], [0.0, 0.0, 0.0], [-0.1, 0.0, 0.0], [0.0, 0.0, 0.0], [0.0, 0.0, 0.0], [0.0, 0.0, 0.1], [0.0, 0.0, 0.0], [0.0, 0.0, 0.0], [0.0, 0.1, 0.1], [0.0, 0.0, 0.0], [0.0, 0.0, 0.0], [0.0, 0.0, 0.0], [0.0, 0.0, 0.0], [0.0, 0.0, -0.1], [-0.2, 0.2, 0.4], [0.2, -0.3, -0.4], [-0.1, 0.1, 0.1], [0.0, 0.0, 0.0], [0.0, 0.1, -0.1], [0.0, -0.1, 0.1], [0.0, 0.1, 0.2], [-0.1, -0.1, 0.1], [-0.3, 0.0, 0.7], [0.0, 0.0, 0.0], [0.0, 0.0, 0.0], [0.0, 0.0, 0.0], [0.0, 0.0, 0.0], [0.1, 0.0, 0.1], [-0.4, 0.2, 0.1], [0.0, -0.2, -0.2], [0.0, 0.0, 0.0], [0.1, -0.1, -0.1], [-0.1, 0.0, 0.0], [0.2, -0.1, -0.1], [0.1, 0.2, 0.1], [0.0, 0.0, 0.0], [0.0, 0.0, 0.0], [0.0, 0.0, 0.0]]}